{"formula": "C11H20BaN3P2", "method": "the ωB97M-V functional and the def2-TZVPD basis", "e_homo_ev": [-0.836, -0.834], "total_charge": -1, "symbols": ["H", "N", "C", "H", "H", "Ba", "H", "C", "C", "C", "C", "H", "C", "N", "H", "H", "C", "H", "P", "H", "H", "H", "H", "C", "H", "H", "C", "H", "H", "C", "P", "C", "H", "H", "H", "N", "H"], "xyz": [[-1.127, 1.381, 0.554], [-1.182, 0.737, 2.573], [1.587, 0.544, 1.464], [1.064, -0.082, 4.766], [0.019, 2.471, 2.350], [0.588, 0.993, -1.555], [2.111, -0.971, 3.589], [1.184, -0.393, 3.716], [-0.024, 1.570, 2.981], [-1.220, -0.489, 3.416], [0.470, -2.753, -4.866], [2.576, 0.066, 1.419], [-1.129, 0.422, 1.126], [0.039, -1.262, 3.372], [-0.615, -2.599, 1.874], [-0.685, 0.366, -4.165], [0.375, -1.678, -3.944], [-0.170, 1.851, 4.040], [-0.266, 3.726, -0.408], [-0.320, -3.018, -6.948], [1.159, -2.516, 2.100], [-2.038, -0.128, 0.845], [-1.321, -0.533, -6.653], [0.230, -1.928, 2.086], [-2.043, -1.133, 3.079], [-1.381, -0.172, 4.460], [-0.218, -2.393, -6.063], [1.647, 1.502, 0.894], [-0.718, 4.136, -1.726], [-0.407, -0.603, -4.611], [0.342, -0.666, 0.769], [-0.750, -1.081, -5.906], [0.982, -3.698, -4.692], [0.778, -1.649, -2.919], [0.593, 4.856, -0.189], [1.262, 0.840, 2.879], [-1.390, 4.283, 0.291]]}



{"formula": "C3H4NO2S", "method": "the ωB97M-V functional and the def2-TZVPD basis", "smiles": "C=N[C@@H](S)C(=O)[O-]", "e_homo_ev": -3.955, "total_charge": -1, "symbols": ["O", "C", "H", "H", "O", "H", "N", "C", "H", "S", "C"], "xyz": [[0.723, 1.856, -0.610], [0.293, -0.270, 0.441], [1.510, -2.061, -0.511], [-2.873, 0.192, -0.553], [2.366, 0.333, -0.808], [0.106, 0.354, 1.332], [-0.929, -0.645, -0.220], [-1.923, 0.184, 0.050], [-1.844, 1.033, 0.710], [1.327, -1.743, 0.716], [1.244, 0.768, -0.547]]}



{"formula": "C38H41AsNO4PS6Ti", "method": "the ωB97M-V functional and the def2-TZVPD basis", "e_homo_ev": [-0.129, -0.134], "total_charge": -2, "symbols": ["H", "Ti", "H", "C", "C", "H", "H", "S", "O", "S", "H", "H", "C", "H", "H", "C", "As", "C", "C", "C", "H", "H", "H", "C", "C", "H", "H", "C", "C", "S", "H", "H", "H", "C", "C", "C", "H", "H", "S", "C", "C", "H", "H", "H", "H", "C", "H", "C", "H", "C", "C", "O", "H", "H", "C", "H", "C", "H", "H", "C", "N", "H", "C", "H", "C", "H", "C", "O", "C", "C", "C", "C", "H", "H", "H", "H", "C", "C", "S", "C", "C", "H", "H", "P", "C", "H", "C", "C", "C", "S", "H", "O", "H"], "xyz": [[-4.399, 1.557, 5.173], [0.269, -0.016, -0.001], [3.103, 1.666, -3.685], [-4.325, -0.728, -1.529], [-4.274, -3.292, 3.601], [0.636, 2.945, 4.853], [1.122, 3.197, 2.462], [0.007, -7.226, -1.226], [0.085, -0.420, -1.848], [1.936, -1.959, 0.461], [0.584, -0.533, 5.881], [1.175, -4.181, 3.626], [2.091, -4.748, 3.773], [-4.242, -5.770, -1.858], [1.901, -5.813, 3.658], [2.650, 1.489, 0.129], [-1.890, -1.551, -0.140], [0.887, -6.019, -0.523], [-3.976, 1.843, 2.467], [0.237, 0.339, 5.317], [2.508, -4.537, 4.756], [-3.750, 1.476, 1.465], [4.777, 2.762, -2.161], [-0.382, 3.294, 4.694], [-2.442, -3.332, 2.050], [0.062, -2.164, 4.201], [-0.545, -1.628, 2.620], [-3.086, 1.155, 3.503], [-0.862, 2.913, 3.294], [-1.329, 1.809, -0.476], [-3.719, -4.074, -0.160], [-1.834, 3.387, 3.117], [-1.023, 2.907, 5.483], [2.994, 1.630, -2.610], [-2.979, -2.245, 1.354], [-1.745, -2.955, -2.669], [4.478, 2.576, 0.320], [-3.149, -5.697, -4.074], [2.082, -6.285, 0.710], [-4.173, -1.696, 1.802], [-2.341, -2.998, -1.409], [-4.604, -0.857, 1.267], [-1.512, -3.774, 1.700], [-3.366, 0.098, 3.520], [-5.036, 1.660, 2.678], [-2.928, -4.939, -3.333], [-2.657, -4.703, 3.683], [-2.793, 1.088, -1.079], [-6.132, -0.256, -2.589], [1.766, -3.654, 0.296], [2.230, 1.250, 1.525], [1.050, 0.673, 1.552], [-4.775, -3.690, 4.475], [-1.531, -3.892, -4.581], [-3.714, 1.945, -1.713], [-1.032, -2.168, -2.892], [-4.816, -2.213, 2.920], [-1.619, -0.526, 4.634], [-3.446, 2.991, -1.788], [-3.242, -4.021, -1.131], [1.738, 0.937, -0.718], [-0.175, 3.287, 1.266], [-5.214, 0.125, -2.156], [-0.374, 4.387, 4.773], [2.356, -4.585, 1.093], [-0.264, 1.013, 6.011], [0.865, 0.152, -2.730], [0.765, 0.037, -3.942], [0.001, -1.317, 3.509], [-0.689, -0.139, 4.200], [-2.027, -3.923, -3.619], [-3.083, -3.855, 3.159], [-3.177, 2.805, 4.919], [1.112, 0.831, 4.890], [0.092, 4.626, 2.389], [1.010, -1.050, 3.206], [-3.353, 1.728, 4.894], [-3.129, -0.276, -0.967], [3.309, -4.228, 2.517], [0.106, 3.536, 2.285], [1.919, 0.967, -2.062], [-2.722, 1.254, 5.648], [-5.741, -1.767, 3.265], [-1.293, 1.100, 2.875], [-4.899, 1.479, -2.238], [-4.552, -1.787, -1.486], [3.922, 2.241, -1.750], [-3.537, -4.981, -2.090], [3.760, 2.149, -0.367], [0.796, -4.346, -1.004], [-3.819, 2.924, 2.460], [2.883, 1.574, 2.514], [-5.579, 2.167, -2.730]]}



{"formula": "C5H14N3", "method": "the ωB97M-V functional and the def2-TZVPD basis", "smiles": "C[C@@H]([NH3+])CC/N=C/N", "e_homo_ev": -12.398, "total_charge": 1, "symbols": ["C", "N", "N", "H", "H", "N", "H", "H", "C", "H", "H", "C", "C", "H", "H", "H", "H", "H", "C", "H", "H", "H"], "xyz": [[-2.126, 2.023, 0.112], [0.985, -1.101, -0.414], [3.099, -1.723, -0.105], [3.479, -0.886, -0.578], [1.604, -3.194, -0.031], [0.321, 1.489, 0.819], [-2.244, -0.386, -0.066], [-2.365, 1.998, 1.181], [1.801, -2.088, -0.147], [0.128, 1.088, 1.754], [3.832, -2.395, 0.026], [-1.197, -0.386, 0.236], [-0.913, 1.135, 0.017], [-2.819, 1.744, -0.653], [-0.947, -2.140, -1.037], [-0.398, -0.741, -1.827], [-1.790, 3.041, 0.007], [-1.089, -0.777, 1.248], [-0.408, -1.220, -0.856], [0.549, 2.499, 0.967], [-0.592, 1.104, -1.021], [1.091, 0.918, 0.367]]}



> Number 2 is which compound?

C3H4NO2S